# 1
Computed, not measured: a molecular structure, C17H23IrN2O5Si, with wB97M-V/def2-TZVPD.

The geometry in XYZ format:
```
49
Properties=species:S:1:pos:R:3:nbo_charge:R:1
Ir -0.13 -0.20 -0.32 1.25
O -1.93 -0.41 3.20 -0.56
C -0.92 -0.34 2.55 0.79
O -0.79 -0.98 1.38 -0.77
C 0.27 0.47 3.05 -0.35
C 1.64 -0.15 2.71 0.09
C 2.75 0.54 3.51 -0.42
C 2.89 1.88 2.74 -0.43
C 1.79 1.74 1.69 0.08
O 1.86 0.34 1.38 -0.56
C 0.40 1.87 2.35 -0.34
C -0.72 2.21 1.38 0.78
O -1.46 3.14 1.59 -0.58
O -0.86 1.53 0.25 -0.69
H 0.13 0.58 4.13 0.24
H 1.65 -1.23 2.72 0.22
H 3.67 -0.04 3.47 0.22
H 2.47 0.68 4.55 0.21
H 3.86 1.95 2.25 0.22
H 2.75 2.76 3.36 0.22
H 1.91 2.31 0.77 0.22
H 0.40 2.67 3.09 0.25
C -2.56 1.62 -2.31 -0.66
C -1.24 1.26 -2.91 0.29
C -0.82 1.67 -4.17 -0.30
C 0.44 1.30 -4.63 -0.11
C 1.29 0.52 -3.87 -0.32
C 0.80 0.11 -2.64 0.42
N -0.42 0.47 -2.21 -0.44
N 1.34 -0.58 -1.57 -0.97
Si 2.83 -1.50 -1.38 1.80
C 3.14 -2.37 -3.00 -1.13
C 4.26 -0.37 -0.97 -1.14
C 2.55 -2.71 0.00 -1.13
H -3.23 2.00 -3.08 0.22
H -2.43 2.37 -1.54 0.27
H -3.01 0.75 -1.83 0.24
H -1.47 2.29 -4.77 0.23
H 0.77 1.65 -5.60 0.22
H 2.29 0.25 -4.19 0.23
H 3.51 -1.68 -3.77 0.23
H 2.24 -2.86 -3.38 0.25
H 3.90 -3.14 -2.86 0.25
H 4.45 0.35 -1.77 0.24
H 5.18 -0.94 -0.81 0.24
H 4.04 0.19 -0.06 0.25
H 1.55 -3.16 -0.05 0.25
H 2.64 -2.21 0.97 0.24
H 3.28 -3.52 -0.02 0.24
```

Its HOMO energy (spin up / spin down) is -8.41 / -8.41 eV.

# 2
Computed, not measured: C22H39NO3Si in the gas phase at a distorted geometry, with wB97M-V/def2-TZVPD.

The geometry in XYZ format:
```
66
Properties=species:S:1:pos:R:3:nbo_charge:R:1
C 0.85 0.85 4.73 -0.43
N -0.47 0.19 4.97 -0.52
C -0.38 -1.30 5.02 -0.42
C -1.53 0.65 4.05 0.72
O -2.63 0.98 4.58 -0.54
C -1.39 0.73 2.45 -0.98
Si -2.35 2.20 1.67 1.13
C -1.24 3.75 1.33 -0.87
C -0.53 3.67 -0.11 -0.06
O 0.28 4.83 -0.41 -0.55
C 0.30 5.13 -1.82 -0.10
C 1.59 4.56 -2.60 -0.11
O 1.23 3.89 -3.87 -0.54
C 1.06 2.51 -3.50 0.28
C -0.34 2.04 -3.06 -0.29
C -0.61 0.59 -2.61 -0.16
C 0.56 -0.45 -2.63 -0.03
C 0.33 -1.99 -2.17 -0.06
C -1.14 -2.38 -2.69 -0.64
C 1.39 -2.85 -3.03 -0.64
C 0.54 -2.01 -0.59 -0.41
C 0.16 -3.34 0.20 -0.03
C -1.43 -3.58 0.38 -0.63
C 0.85 -4.69 -0.33 -0.64
C 0.72 -3.13 1.72 -0.63
C 1.97 0.06 -3.08 -0.23
C 2.25 1.53 -3.52 -0.26
H 1.67 0.09 4.97 0.21
H 0.95 1.69 5.50 0.21
H 0.97 1.29 3.69 0.19
H -0.34 -1.61 6.13 0.21
H -1.33 -1.79 4.58 0.21
H 0.57 -1.72 4.51 0.19
H -1.86 -0.25 2.05 0.27
H -0.31 0.73 2.08 0.24
H -3.49 2.50 2.56 -0.14
H -2.96 1.75 0.40 -0.19
H -0.46 3.93 2.15 0.24
H -1.95 4.66 1.35 0.24
H -1.35 3.45 -0.88 0.18
H 0.19 2.76 -0.09 0.17
H 0.35 6.28 -1.93 0.19
H -0.63 4.79 -2.39 0.18
H 2.07 3.75 -1.92 0.20
H 2.38 5.36 -2.85 0.20
H -1.17 2.82 -3.05 0.23
H -1.66 0.31 -2.26 0.22
H -1.91 -1.95 -1.96 0.22
H -1.32 -1.84 -3.69 0.23
H -1.24 -3.50 -2.86 0.22
H 1.30 -2.48 -4.11 0.23
H 2.45 -2.83 -2.63 0.22
H 1.00 -3.93 -3.04 0.21
H 1.65 -1.74 -0.40 0.22
H -0.09 -1.15 -0.13 0.22
H -1.91 -2.55 0.46 0.21
H -1.78 -4.05 -0.62 0.21
H -1.68 -4.29 1.24 0.22
H 1.92 -4.42 -0.68 0.21
H 1.01 -5.39 0.58 0.22
H 0.31 -5.20 -1.19 0.21
H 1.68 -3.71 1.91 0.22
H 0.86 -1.99 1.90 0.21
H -0.11 -3.43 2.46 0.21
H 2.89 -0.63 -3.10 0.23
H 3.31 1.84 -3.85 0.24
```

Its HOMO energy is -8.57 eV. The SMILES is CN(C)C(=O)C[SiH2]CCOCCOc1ccc(C(C)(C)CC(C)(C)C)cc1.

# 3
Computed, not measured: a molecular structure, C4H9N2 at a distorted geometry, with wB97M-V/def2-TZVPD.

The geometry in XYZ format:
```
15
Properties=species:S:1:pos:R:3:nbo_charge:R:1
C -0.33 1.53 -0.33 0.37
C 0.82 0.08 0.30 0.16
C 1.32 -1.18 -0.35 -0.69
C -1.91 -0.36 0.40 -0.44
N -0.64 0.38 0.23 -0.34
N 0.98 1.40 -0.52 -0.54
H -0.94 2.42 -0.45 0.24
H 1.43 0.21 1.23 0.26
H 1.67 -1.88 0.43 0.25
H 2.12 -1.16 -1.13 0.28
H 0.48 -1.86 -0.77 0.25
H -1.67 -1.46 0.62 0.25
H -2.35 -0.07 1.41 0.25
H -2.51 -0.32 -0.50 0.25
H 1.53 2.28 -0.56 0.45
```

Its HOMO energy is -15.21 eV. Its total charge is +1. Its relative energy (zero: lowest compared OMol25 entry of this formula, charge and spin) is 242.6 kJ/mol.

# 4
Computed, not measured: 11 unconnected molecules or ions with the total composition C44H120N10O12 at a distorted geometry, with wB97M-V/def2-TZVPD.

The geometry in XYZ format:
```
186
Properties=species:S:1:pos:R:3:lowdin_charge:R:1
C 4.35 3.85 -7.80 -0.10
O 3.18 3.14 -8.16 -0.17
C 2.37 2.88 -7.05 -0.25
C 0.93 2.59 -7.43 -0.43
C 0.02 2.53 -6.22 -0.08
N 0.93 1.27 -8.15 0.04
H 4.13 4.83 -7.36 0.09
H 4.92 3.97 -8.72 0.09
H 4.95 3.30 -7.07 0.09
H 2.70 2.03 -6.44 0.14
H 2.37 3.69 -6.30 0.12
H 0.55 3.32 -8.15 0.14
H 0.28 1.70 -5.56 0.07
H -1.02 2.46 -6.52 0.07
H 0.10 3.49 -5.69 0.07
H 0.13 1.26 -8.77 0.07
H 1.75 1.34 -8.74 0.06
C 0.42 2.16 1.05 -0.09
O -0.37 2.41 2.18 -0.16
C -0.98 1.26 2.75 -0.19
C -1.82 1.74 3.93 -0.42
C -1.04 2.61 4.91 -0.05
N -2.37 0.63 4.69 0.05
H 1.10 1.32 1.24 0.06
H 1.08 3.01 0.91 0.11
H -0.14 1.95 0.13 0.08
H -1.62 0.85 1.95 0.07
H -0.24 0.53 3.11 0.12
H -2.64 2.35 3.54 0.12
H -1.76 2.98 5.64 0.08
H -0.62 3.49 4.45 0.07
H -0.25 2.04 5.40 0.07
H -2.66 -0.16 4.12 0.04
H -1.75 0.27 5.41 0.02
C 0.84 -7.27 0.01 -0.11
O 1.04 -6.12 -0.78 -0.20
C 1.51 -6.38 -2.08 -0.22
C 1.45 -5.09 -2.86 -0.46
C 0.12 -4.40 -3.02 -0.06
N 2.16 -5.19 -4.13 0.03
H 0.08 -7.02 0.76 0.09
H 1.72 -7.62 0.57 0.09
H 0.48 -8.11 -0.59 0.09
H 2.54 -6.76 -2.05 0.13
H 1.00 -7.20 -2.60 0.13
H 2.02 -4.35 -2.25 0.13
H -0.37 -4.22 -2.07 0.05
H -0.61 -4.99 -3.60 0.09
H 0.22 -3.44 -3.53 0.08
H 3.10 -5.56 -4.05 0.07
H 2.26 -4.29 -4.58 0.07
C 6.49 -4.42 5.31 -0.14
O 6.35 -3.46 4.32 -0.20
C 5.37 -2.48 4.70 -0.19
C 5.44 -1.31 3.74 -0.42
C 4.22 -0.41 3.88 -0.06
N 5.42 -1.76 2.34 0.05
H 7.19 -5.21 5.01 0.09
H 5.54 -4.90 5.59 0.08
H 6.95 -4.00 6.22 0.09
H 4.43 -3.04 4.64 0.13
H 5.64 -2.11 5.70 0.13
H 6.35 -0.73 3.90 0.14
H 4.25 0.05 4.88 0.08
H 3.33 -1.04 3.89 0.06
H 4.23 0.47 3.26 0.08
H 6.24 -2.29 2.08 0.07
H 4.60 -2.34 2.20 0.05
C -4.14 0.08 -2.82 -0.12
O -4.47 1.26 -3.51 -0.17
C -3.35 2.08 -3.73 -0.22
C -3.77 3.45 -4.20 -0.38
C -4.42 3.43 -5.60 -0.06
N -2.56 4.33 -4.30 0.04
H -5.03 -0.28 -2.30 0.09
H -3.51 0.28 -1.95 0.06
H -3.62 -0.64 -3.46 0.09
H -2.81 2.25 -2.79 0.10
H -2.67 1.60 -4.45 0.13
H -4.52 3.91 -3.56 0.14
H -5.46 3.12 -5.49 0.08
H -3.90 2.81 -6.34 0.08
H -4.44 4.42 -6.06 0.07
H -2.95 5.25 -4.52 0.09
H -2.11 4.18 -5.20 0.06
C -7.83 1.28 0.62 -0.12
O -6.70 1.94 1.12 -0.17
C -5.49 1.53 0.52 -0.21
C -4.34 2.47 0.90 -0.42
C -4.76 3.91 0.61 -0.04
N -3.18 2.12 0.08 0.07
H -8.24 0.58 1.36 0.08
H -7.64 0.66 -0.26 0.08
H -8.62 1.99 0.35 0.09
H -5.26 0.55 0.97 0.12
H -5.53 1.51 -0.57 0.12
H -4.11 2.29 1.96 0.12
H -4.90 3.95 -0.48 0.08
H -3.89 4.50 0.90 0.07
H -5.65 4.24 1.13 0.08
H -3.03 1.11 0.18 0.03
H -2.34 2.57 0.42 0.06
C 1.77 -4.57 7.17 -0.12
O 1.19 -3.48 6.52 -0.20
C -0.21 -3.39 6.70 -0.19
C -0.69 -2.19 5.87 -0.41
C -0.09 -2.19 4.46 -0.07
N -0.39 -0.87 6.45 0.05
H 1.70 -4.46 8.26 0.09
H 2.82 -4.63 6.87 0.08
H 1.33 -5.56 6.98 0.09
H -0.64 -4.31 6.29 0.13
H -0.50 -3.15 7.73 0.13
H -1.77 -2.37 5.73 0.14
H 0.97 -1.97 4.55 0.08
H -0.59 -1.45 3.83 0.05
H -0.20 -3.17 4.00 0.08
H 0.63 -0.84 6.44 0.09
H -0.57 -0.99 7.45 0.08
C 3.55 5.01 -1.54 -0.09
O 4.28 3.81 -1.70 -0.18
C 3.89 2.76 -0.84 -0.22
C 4.63 1.50 -1.28 -0.39
C 3.99 0.83 -2.52 -0.06
N 4.50 0.54 -0.17 0.05
H 2.90 4.94 -0.65 0.08
H 2.85 5.17 -2.37 0.08
H 4.27 5.82 -1.45 0.09
H 4.20 2.96 0.19 0.13
H 2.81 2.58 -0.83 0.10
H 5.66 1.73 -1.53 0.14
H 4.56 -0.08 -2.69 0.08
H 3.98 1.47 -3.41 0.07
H 2.92 0.64 -2.44 0.04
H 4.97 -0.34 -0.33 0.07
H 3.50 0.37 -0.10 0.04
C -5.08 -2.40 2.85 -0.11
O -3.70 -2.30 3.08 -0.18
C -2.88 -2.83 2.05 -0.19
C -2.94 -2.03 0.74 -0.40
C -2.42 -2.90 -0.40 -0.05
N -2.16 -0.79 0.86 0.06
H -5.43 -1.72 2.06 0.07
H -5.68 -2.13 3.71 0.09
H -5.37 -3.43 2.57 0.09
H -1.89 -2.67 2.47 0.09
H -3.02 -3.90 1.89 0.13
H -3.95 -1.69 0.48 0.12
H -2.24 -2.29 -1.29 0.07
H -3.12 -3.69 -0.66 0.09
H -1.46 -3.33 -0.09 0.07
H -1.23 -0.83 0.45 0.04
H -1.97 -0.58 1.84 0.03
C 2.45 -4.73 2.05 -0.08
O 2.24 -3.35 2.29 -0.20
C 1.27 -2.77 1.45 -0.22
C 1.62 -1.29 1.48 -0.17
N 0.90 -0.41 0.56 -0.07
C 0.96 -0.78 -0.86 -0.18
C 0.13 0.19 -1.71 -0.21
O 0.67 1.47 -1.54 -0.25
C 0.15 2.48 -2.37 -0.07
H 1.76 -5.19 1.35 0.05
H 2.65 -5.34 2.94 0.09
H 3.42 -4.75 1.52 0.09
H 0.25 -2.87 1.84 0.10
H 1.22 -3.25 0.46 0.11
H 2.70 -1.26 1.27 0.11
H 1.49 -0.91 2.49 0.10
H 1.24 0.54 0.61 0.01
H 0.62 -1.81 -0.98 0.10
H 1.99 -0.76 -1.24 0.10
H -0.93 0.13 -1.44 0.11
H 0.28 -0.23 -2.71 0.13
H -0.72 2.95 -1.92 0.08
H -0.02 2.18 -3.41 0.07
H 0.95 3.20 -2.55 0.09
C -2.08 7.02 -0.29 -0.09
C -2.11 5.87 -1.28 -0.36
O -1.26 6.11 -2.39 -0.10
H -1.05 7.20 0.03 0.08
H -2.66 6.72 0.58 0.06
H -2.56 7.93 -0.66 0.07
H -3.16 5.75 -1.57 0.10
H -1.78 4.95 -0.78 0.09
H -1.55 5.53 -3.11 0.02
```

Its HOMO energy is -8.31 eV. Its relative energy (zero: lowest compared OMol25 entry of this formula, charge and spin) is 13.6 kJ/mol. The SMILES is COC[C@H](C)N.COC[C@H](C)N.COC[C@H](C)N.COC[C@H](C)N.COC[C@H](C)N.COC[C@H](C)N.COC[C@H](C)N.COC[C@H](C)N.COC[C@H](C)N.COCCNCCOC.CCO.

# 5
Computed, not measured: 6 unconnected molecules or ions with the total composition C24H50BrN4O8S at a distorted geometry, with wB97M-V/def2-TZVPD.

The geometry in XYZ format:
```
88
Properties=species:S:1:pos:R:3:lowdin_charge:R:1
C 0.93 5.95 0.50 -0.09
C -0.23 5.42 -0.39 -0.25
C -0.25 3.89 -0.53 -0.19
C 1.10 3.27 -0.94 -0.14
C 1.24 1.85 -0.50 -0.20
C 1.81 1.31 0.59 -0.11
C 2.44 2.13 1.68 -0.08
C 3.79 1.62 2.25 -0.08
C 3.89 2.12 3.71 -0.48
N 3.24 1.38 4.77 0.12
O 4.48 3.13 4.00 0.13
N 1.64 -0.08 0.45 0.08
C 2.05 -1.13 1.39 -0.08
C 1.34 -1.00 2.75 -0.03
C -0.15 -0.87 2.43 -0.49
O -0.81 -1.83 2.12 0.10
O -0.74 0.35 2.49 0.14
C 1.00 -0.34 -0.67 -0.36
N 0.64 -1.63 -1.09 0.15
C -0.60 -1.74 -1.06 -0.76
S -2.12 -1.85 -1.05 0.93
N 0.73 0.81 -1.27 -0.32
Br -0.19 1.02 -2.86 0.99
H 1.77 6.24 -0.15 0.08
H 0.63 6.79 1.12 0.08
H 1.27 5.11 1.12 0.06
H -1.17 5.69 0.10 0.10
H -0.25 5.93 -1.35 0.11
H -0.67 3.41 0.36 0.12
H -0.95 3.66 -1.34 0.09
H 1.22 3.30 -2.03 0.10
H 1.97 3.81 -0.55 0.11
H 1.73 2.36 2.49 0.12
H 2.65 3.10 1.22 0.11
H 4.66 2.04 1.74 0.13
H 3.88 0.53 2.29 0.09
H 2.26 1.64 4.84 0.08
H 3.25 0.38 4.55 0.07
H 3.13 -1.21 1.48 0.13
H 1.73 -2.08 0.98 0.09
H 1.70 -0.09 3.22 0.08
H 1.53 -1.90 3.33 0.14
H -0.12 0.99 2.85 0.10
C 2.30 -6.11 1.52 -0.08
C 2.26 -4.63 1.18 -0.32
O 3.31 -3.92 1.85 -0.09
H 2.21 -6.26 2.59 0.08
H 1.50 -6.65 1.02 0.08
H 3.26 -6.54 1.21 0.08
H 1.31 -4.20 1.51 0.09
H 2.35 -4.48 0.10 0.11
H 4.14 -4.30 1.55 0.09
C 2.05 0.36 -6.26 -0.10
C 1.96 1.84 -6.61 -0.32
O 2.98 2.58 -5.95 -0.09
H 1.96 0.22 -5.18 0.04
H 1.26 -0.21 -6.75 0.08
H 3.01 -0.05 -6.56 0.08
H 1.00 2.25 -6.28 0.10
H 2.05 1.98 -7.69 0.11
H 3.83 2.23 -6.24 0.08
C -4.27 7.53 -1.26 -0.09
C -3.66 6.20 -1.67 -0.32
O -3.89 5.21 -0.66 -0.10
H -3.84 7.87 -0.32 0.08
H -4.08 8.29 -2.03 0.08
H -5.35 7.43 -1.12 0.08
H -2.58 6.29 -1.79 0.09
H -4.09 5.85 -2.61 0.11
H -4.84 5.12 -0.55 0.08
C -4.11 -5.56 -0.79 -0.11
C -4.39 -5.72 -2.28 -0.31
O -5.60 -5.08 -2.65 -0.08
H -4.93 -5.98 -0.20 0.08
H -3.18 -6.06 -0.51 0.07
H -4.03 -4.50 -0.53 0.05
H -4.49 -6.78 -2.53 0.12
H -3.57 -5.30 -2.87 0.10
H -5.52 -4.14 -2.43 0.07
C -2.96 -5.59 2.28 -0.10
C -2.40 -5.32 3.66 -0.31
O -0.97 -5.30 3.64 -0.09
H -2.59 -6.55 1.89 0.08
H -4.05 -5.61 2.29 0.08
H -2.63 -4.82 1.58 0.06
H -2.71 -6.10 4.36 0.11
H -2.76 -4.36 4.04 0.11
H -0.71 -4.60 3.03 0.05
```

Its HOMO energy is -12.02 eV. Its total charge is +1. Its relative energy (zero: lowest compared OMol25 entry of this formula, charge and spin) is 56.7 kJ/mol.

# 6
Computed, not measured: C7H9N in the gas phase at a distorted geometry, with wB97M-V/def2-TZVPD.

The geometry in XYZ format:
```
17
Properties=species:S:1:pos:R:3:nbo_charge:R:1
C 2.15 0.88 1.28 -0.41
N 0.74 0.59 1.43 -0.60
C -0.03 0.08 0.41 0.19
C 0.34 0.27 -0.93 -0.30
C -0.51 -0.12 -1.95 -0.18
C -1.74 -0.73 -1.65 -0.27
C -2.07 -0.98 -0.32 -0.18
C -1.25 -0.54 0.70 -0.27
H 2.64 0.72 2.24 0.20
H 2.32 1.92 0.97 0.19
H 2.65 0.23 0.56 0.19
H 0.47 0.42 2.39 0.38
H 1.32 0.67 -1.19 0.21
H -0.26 0.00 -3.00 0.21
H -2.32 -1.07 -2.49 0.21
H -2.97 -1.56 -0.16 0.21
H -1.49 -0.77 1.73 0.21
```

Its HOMO energy is -7.68 eV. Its relative energy (zero: lowest compared OMol25 entry of this formula, charge and spin) is 27.6 kJ/mol. The SMILES is CNc1ccccc1.

Calculated values (a.u.) of E_tot for the records, taken in order: -1541.1749 -1431.3334 -267.0069 -3198.5238 -4737.3027 -326.8805.